(1)
Entry from OMol25: a structure of composition C63H66ClKN5O7P3S3 (ωB97M-V with the def2-TZVPD basis set).

XYZ file:
```
149
Properties=species:S:1:pos:R:3
H 2.72658 -0.74921 -3.62008
H 4.00692 -2.95767 2.72111
H -2.99521 -0.88804 7.18475
C -1.99718 -1.68889 4.03321
H 4.58553 5.19315 0.87629
H -0.14315 4.99665 -3.15436
H 4.82622 3.43592 -2.38086
H -2.34222 3.86136 -2.26068
H 5.53714 0.37880 0.37509
C 3.27651 1.44745 2.64738
C 0.65188 -3.22207 4.60990
C 6.84228 4.07769 -1.97863
H 1.20479 -7.55169 2.72718
H -0.74057 -6.51986 3.84346
C 5.60444 3.54844 -1.63181
C 3.99172 1.40679 1.45800
C -5.34163 -2.59148 0.06686
C -2.36784 4.56681 -1.43514
C 7.56898 3.82201 0.29473
H -6.46371 -1.93475 -5.82856
H -1.80408 -4.50680 2.87751
C 0.41457 2.92136 -5.76040
C -5.31554 2.25075 0.61638
H 6.13146 3.00055 1.65917
C -3.63685 -4.68236 0.71214
C -1.50950 -0.27245 -4.77758
C 5.32623 3.15291 -0.32339
C -3.96986 -2.40093 0.06678
C 7.82935 4.21286 -1.01356
C -5.87309 -3.83102 0.40965
O -0.50055 -0.49264 -5.45329
C -5.44056 -1.63946 -5.63023
C 2.89263 6.14363 1.75586
H -5.16448 -1.68360 6.29083
H -3.28029 -2.46441 2.51625
H -2.74280 5.52561 -1.79577
C -0.37794 -6.11097 2.90695
O -2.09868 2.14436 -0.38619
C -4.27981 -1.70217 5.66329
C -3.86153 -0.37253 -4.39555
C -3.09376 -3.43619 0.41273
H 4.69591 -3.38906 -0.61694
S -3.10756 0.72709 -3.20446
C -0.98520 -4.99241 2.35608
C 6.32928 3.30006 0.63715
C 1.98115 -0.67805 -2.81912
H -3.22511 5.90524 0.59519
C 3.53495 5.09449 1.11203
Cl 0.53289 2.46093 0.72529
O 1.03417 3.31927 -2.23286
H -5.30410 -2.48360 3.94644
C -5.01661 -4.87526 0.72089
H -2.26619 -2.20555 -6.73758
H 0.53817 5.55579 -4.69169
H -6.94709 -3.98166 0.42947
H 1.05207 -1.15496 -3.16103
C -3.22077 -2.13432 3.54688
C 1.55010 6.04466 2.06771
H 2.38378 1.51764 -4.28040
C -3.91534 5.07295 0.42240
C -3.05737 -1.26139 6.16787
C -0.09681 4.79600 -4.22150
H 1.42025 2.85431 -6.19069
C -0.54989 -4.47407 1.13780
C 1.17521 -6.16808 1.08100
H 2.89709 -2.72533 -3.83833
H 0.73020 0.88923 -4.24466
K -0.83534 0.20834 -0.88283
H -4.05160 0.97723 2.60810
H 3.16912 -4.29476 -0.56136
C 3.60394 -3.29332 -0.58488
P 3.62704 2.44545 -0.02723
C 3.06744 -3.02419 3.26115
C 2.86590 3.91950 0.78079
N 3.12732 -2.56696 -1.74485
O 2.31712 -0.87824 -0.46867
H -2.98586 -5.51693 0.93375
P -1.29440 -2.95297 0.40391
C 5.24120 -0.48451 2.31192
H -2.41565 1.17584 1.96070
H 2.80539 -4.24267 -2.95073
H 2.94551 0.55390 4.56630
H -3.59535 0.21808 1.06383
H 1.67630 -4.54361 5.94948
N -3.27771 4.07181 -0.40735
C -4.35625 -2.14955 4.35494
C 0.84262 4.90662 1.71992
C 3.30586 -3.26987 -2.99377
H -6.00058 -1.77151 -0.19799
H 7.03776 4.37568 -3.00211
C 4.97588 0.42341 1.30228
H -0.98848 -0.87730 5.73835
C -3.08590 -1.79690 -6.16030
C 0.74256 -2.39859 3.49323
S -0.03412 0.49795 3.35934
H -4.62890 -2.90108 -7.16214
S -0.85491 -2.94347 -1.54381
C -3.03789 2.79248 0.03988
C 2.97665 -3.82134 4.39799
H -5.42095 -5.84961 0.97293
H 2.02267 -1.66312 1.94691
C 0.54095 -5.07080 0.51606
C 0.96521 2.80342 -3.33471
O -3.57218 2.07348 -3.46383
H -1.35070 4.68349 -1.04445
H -3.55048 -1.44051 -0.20418
C 1.96539 -2.30903 2.82012
C -1.93110 -1.25154 5.36015
O 1.77701 0.67652 -2.49162
H 5.99794 -1.24819 2.17136
H -5.48946 1.36100 -0.00283
C -4.40276 -2.17727 -6.38803
H -0.21150 4.81519 1.95033
H -4.81729 5.47539 -0.05329
H -0.03538 1.93005 -5.79106
H -5.60167 3.12975 0.04032
H 2.49381 2.17943 2.79507
C 1.47863 1.41259 -3.65742
H -5.94298 2.18369 1.50771
C 2.46916 -1.37766 -1.56369
H -0.28989 -3.32339 5.13547
H 3.31092 -2.75775 0.31379
N -1.58810 0.53704 -3.69852
C -1.02422 -1.47196 1.18703
H 0.85414 -4.66223 -0.43650
H 3.45257 7.02918 2.03303
H 1.04895 6.85367 2.58630
C 1.48304 3.85465 1.07732
N 0.44679 3.46790 -4.41268
C 1.76690 -3.91661 5.06801
P -0.60976 -1.33586 2.81868
C 4.51071 -0.43860 3.49494
C -5.17639 -0.73001 -4.61276
C 0.71061 -6.69813 2.27673
H -4.18740 4.63830 1.38081
H -5.97176 -0.32120 -4.00106
H 3.83981 -4.37068 4.75807
N -3.91574 2.32874 1.02273
H -1.10419 4.85192 -4.64008
C -2.83415 -0.87422 -5.16295
C -3.46859 1.10355 1.69377
H -0.18236 3.58486 -6.38319
H 2.03303 -6.61745 0.59061
C 3.53418 0.52794 3.65818
H 4.68475 -1.17180 4.27290
H 8.33911 3.92207 1.05148
H 4.37339 -3.44392 -3.17306
H 8.79728 4.62414 -1.27671
O -3.34224 0.23326 -1.87237
```

E_LUMO: 3.57 eV
HOMO level: -1.37 eV
net charge: -2
spin multiplicity: 1
calculated total energy: -177409.3532 eV
HOMO-LUMO gap: 0.18137 Eh

Mulliken population analysis, charges in e, atoms 1 to 4: number 1, H, carries 0.590; number 2, H, carries 0.539; number 3, H, carries 0.353; number 4, C, carries -0.286

(2)
Entry from OMol25: a cluster of 10 separate species, C63H71BF2N4O32S3 in total (ωB97M-V with the def2-TZVPD basis set).

XYZ file:
```
176
Properties=species:S:1:pos:R:3
O -0.58035 9.69222 2.03440
H -0.65065 0.59652 -1.17711
O -7.32042 -9.66406 4.08917
O 7.92601 5.55359 3.88612
O 8.33161 6.14430 -2.54325
C 4.99255 -0.85146 0.75043
H -8.84263 3.44279 -3.29091
H -8.74494 2.65515 -1.00320
H 0.40944 10.74753 -0.51341
O -4.93228 -8.76591 1.24478
C -1.36676 8.81328 1.85760
C -4.58802 -4.53218 -4.26047
C -4.40300 -10.79948 2.15618
H -10.50947 2.73706 -1.17542
O 0.09538 -2.35013 -2.79587
C -4.78569 -10.13794 0.85075
H -0.15840 0.44854 1.56060
H 10.25378 5.10894 2.37664
H -10.38855 2.62540 -3.59299
H -1.49878 -1.40784 1.16137
C 1.42049 0.27875 -1.42137
C -2.26780 -1.16313 1.88052
H 1.23891 1.31885 1.00188
H -3.56022 -4.89007 -4.35413
C -9.59972 2.30584 -1.58451
H -5.26835 -5.37483 -4.35607
C 0.15143 0.20266 -0.55876
C 4.04265 9.20941 -6.56959
C 3.53414 0.79045 -0.21733
H 11.08353 4.92793 3.93430
H 2.00879 -7.56825 2.70483
O -1.81980 7.71781 -1.26085
H -3.73600 -11.64616 2.02090
H -4.17487 -4.04200 -2.17148
H 0.68957 9.73649 -3.39498
C 2.65005 -5.36647 1.42625
H -5.27173 -11.11452 2.73218
C 4.10902 -1.82619 0.27410
C -3.66856 0.77178 -0.48314
H -8.20945 -7.80241 4.36258
H 1.87059 9.61848 -2.08452
B -1.04579 -6.09291 0.65705
H 9.48913 1.09025 2.60935
C -4.19205 -8.57076 2.36175
O -4.83709 -3.56771 -5.28219
C 1.18103 -2.66263 -3.14269
C 1.11310 -7.20223 2.21103
C -9.01943 0.38885 -2.61866
H 7.71083 -0.94834 3.65999
C -4.18776 -0.56079 3.73876
H -2.42954 6.38555 2.77669
C 0.62086 -4.23901 -0.09322
H -1.88037 -7.00802 -0.87751
H 4.80274 -4.87167 3.82349
H -5.71290 -10.52075 0.43271
H -2.38807 1.91261 -1.76343
C 10.11223 5.00556 3.45379
C -3.00614 0.00260 1.73126
C -4.89307 0.12444 -0.37897
C 8.03618 4.21047 3.82526
C 0.22555 1.03031 0.72734
C -2.34811 2.18232 0.91157
C 4.07701 8.65626 -5.15967
H 5.33179 1.28712 0.78269
O -1.25372 9.88812 -1.37028
O -1.21760 -7.18844 -0.20513
N 8.89504 0.74049 3.35016
O 0.23071 8.33473 -1.94489
H 0.83423 -7.98100 1.49518
C -3.33709 1.39768 -1.68563
C 0.35620 -5.37597 0.65414
C -9.43315 2.55795 -3.06955
H 6.65832 0.75325 2.17086
O 8.87806 4.27097 -1.41744
H -0.17761 -3.80667 -0.68248
C 6.24423 -1.26251 1.50135
O 7.12040 3.45068 3.86639
H -2.62980 -6.51114 1.57589
F 3.47149 -1.35970 -3.54480
C -2.24927 6.73826 1.75909
C 8.19842 3.03033 -1.18082
H 8.20569 1.44711 3.57574
C 1.88045 -3.65901 -0.10318
C 2.96205 -1.51502 -0.45742
O -9.15843 -10.73317 3.41826
H 3.70864 7.63124 -5.10145
H 4.50255 -6.53199 1.67090
S 4.50712 -3.51634 0.63647
H 3.31768 1.83474 -0.40409
O -8.73890 -0.75430 -2.78088
H 6.39407 2.39149 -2.23064
H -4.96278 -0.31228 4.45115
H 9.43310 6.27231 5.09454
C 3.81846 -5.87347 2.20618
H 3.27467 -5.88465 4.26051
H 1.26212 -0.21258 -2.37460
C 8.24056 -0.46648 2.83775
H -6.66258 -0.41436 -1.42443
H 7.79688 -0.47769 -0.05259
O 3.15575 9.51672 -4.47845
C -5.72202 0.11815 -1.49183
H -4.57294 1.19985 2.56835
S -0.67527 2.60244 0.69079
N -2.69314 0.82629 0.57791
O 7.84554 0.26767 0.55136
H -5.85024 -3.73429 -2.67053
O 4.56609 -3.06849 -2.69399
H 4.76745 10.01032 -6.72311
C 9.24109 6.10159 4.03420
C -0.00330 10.57659 -1.50917
O 9.32862 3.83412 3.70680
H -0.14052 11.53280 -2.00697
H 6.77114 -2.04930 0.95501
H -3.85190 1.87917 -3.68217
C 3.98833 -5.52404 3.52464
O -2.06083 -5.73013 1.48151
H 7.85631 2.38704 -3.23500
H -4.25743 7.60514 1.73514
H 1.57205 1.33616 -1.65408
H 4.18595 8.44918 -7.33218
C -4.62984 -2.33306 -4.75506
O -9.64629 0.87609 -1.52242
F 1.48704 -2.92635 -4.41289
C 2.65601 -0.17008 -0.69067
O -3.97156 -7.49826 2.83761
H -6.07628 0.69837 -3.53431
H -0.08048 -0.83925 -0.34892
N 2.28080 -2.90676 -2.30976
O -4.59725 -1.32973 -5.38639
C -9.56142 -9.38362 3.68535
O -2.69812 8.99200 1.73313
O 7.12151 4.26104 -2.79004
H -10.05330 -9.35068 4.65847
C -4.18404 1.38500 -2.78111
C 7.19938 -0.10332 1.77073
C 1.38002 -5.94919 1.42274
O -3.74432 -9.73562 2.85901
H -1.89888 -2.93889 2.99770
H -3.60280 -2.39119 4.72376
H -7.95566 -8.29949 2.67969
C -1.02012 8.56796 -1.51015
H 5.95235 -1.68013 2.46770
H -3.36532 7.77482 0.21526
O -4.46566 -2.40343 -3.41152
C 2.30593 10.03639 -5.39376
H -4.00083 -10.20783 0.09569
H 9.00728 -1.10688 2.40589
C -8.23779 -8.64375 3.67621
C -3.27314 7.75010 1.29431
H 7.60614 3.11850 -0.26919
C 7.33885 2.89500 -2.41917
N 2.04972 -2.50988 -0.94302
C -3.44795 -1.72313 3.88924
C -2.48602 -2.03384 2.93877
O -7.28834 -11.90238 3.86026
C 4.69241 0.47486 0.47682
O -1.03897 7.50955 1.74490
O 2.72308 9.76104 -6.64793
S -3.36408 3.34876 1.39737
H 5.06039 8.70660 -4.70083
C -5.40769 0.73033 -2.68778
C -3.97673 0.30739 2.67862
O 1.32323 10.65278 -5.12694
H 8.90646 2.21623 -1.06277
C 2.88850 -4.22383 0.65794
C -4.80860 -3.72649 -2.99702
C -7.86870 -10.86603 3.79653
H 9.32530 7.04437 3.50110
H -10.25368 -9.03335 2.92491
H 0.27973 -7.09045 2.90251
H -2.17123 5.88305 1.09773
C 8.13108 5.00479 -2.27650
O -8.75281 1.37699 -3.50201
H -5.18453 -0.37499 0.53082
C 0.81169 9.59598 -2.32496
C 3.54289 -2.49788 -2.84073
```

E_LUMO: -0.19 eV
HOMO level: -8.06 eV
spin multiplicity: 1
calculated total energy: -176580.5314 eV
HOMO-LUMO gap: 0.28948 Eh
SMILES: C=Cc1c(C)c(B(O)O)cc2c1Sc1c(C[C@H](O)CN)ccc(CCCSC(=S)N(c3ccccc3)c3ccccc3)c1N2N(C(=O)F)C(=O)F.O=C1OCCO1.O=C1OCCO1.O=C1OCCO1.O=C1OCCO1.O=C1OCCO1.O=C1OCCO1.O=C1OCCO1.O=C1OCCO1.O=C1OCCO1

Mulliken population analysis, charges in e, atoms 1 to 4: number 1, O, carries -0.588; number 2, H, carries -0.231; number 3, O, carries -0.295; number 4, O, carries -0.360

(3)
Entry from OMol25: a cluster of 12 separate species, C63H72O3 in total (ωB97M-V with the def2-TZVPD basis set).

XYZ file:
```
138
Properties=species:S:1:pos:R:3
H 8.58849 15.80892 19.32528
H 17.71102 15.83972 12.55262
H 11.53014 16.09829 17.95727
H 17.51266 14.38297 14.48809
O 11.12303 14.91153 20.65267
C 17.17444 14.88888 12.50708
C 16.54898 11.42263 17.88776
H 12.92615 16.99263 14.32290
C 10.95946 9.01084 11.43521
C 11.22635 12.84134 11.11734
C 9.62149 8.57828 16.27971
H 15.22272 13.18899 10.26116
C 10.11891 11.19839 22.14596
H 15.73591 12.11989 18.06809
H 10.82054 10.57360 14.46916
C 12.50318 8.82421 20.52900
H 8.98635 16.37502 20.96647
C 7.47413 13.17999 14.53908
C 12.48467 15.38340 11.60178
H 14.68824 8.60019 16.08682
H 9.91110 14.00423 17.39433
H 15.81950 9.66850 14.26507
C 14.59200 9.35466 21.81218
O 12.89061 7.97356 22.66414
H 6.08951 12.63198 16.08232
C 11.42894 9.46612 12.65790
C 15.70449 16.58444 16.16669
H 8.80117 7.63261 14.51594
H 19.86157 11.63960 17.64242
C 9.33443 10.54086 13.00400
H 14.50030 10.35186 21.37914
C 14.30074 7.06351 12.55747
C 16.54394 14.57182 11.29033
C 10.78952 15.84576 19.97746
C 15.05306 8.23611 12.75889
H 15.54684 8.65490 11.86496
H 11.67381 11.51113 19.24662
H 9.36649 17.37689 19.52269
H 14.12096 6.68790 11.56058
C 9.69405 9.30715 10.98128
H 8.72241 8.09276 21.93313
H 8.62811 6.67201 15.93504
C 13.28099 13.74612 17.12428
C 9.62133 11.73732 20.93571
H 9.41599 9.10621 9.94791
H 19.66909 9.07740 17.65680
C 11.78216 13.12736 12.37199
H 16.59304 15.35094 10.47373
H 8.52840 11.43697 19.14619
H 10.31514 6.86884 15.15947
C 11.26490 13.85135 10.13034
H 10.14571 9.42152 23.32852
C 13.72769 6.42620 13.61686
C 9.34471 16.37101 19.92836
H 12.14388 10.02199 17.25855
C 12.42423 14.37313 12.55950
C 13.48270 12.86651 16.07725
C 11.81761 15.12986 10.41827
C 8.04261 13.25715 16.89634
H 12.70303 14.60756 13.55105
C 9.60552 13.94602 15.20343
H 15.13997 15.76104 14.29540
H 10.56951 14.31085 14.96098
C 8.82335 10.03287 11.79237
C 13.81604 6.95753 14.90381
C 14.36005 18.22184 17.18566
H 13.20629 10.88952 15.32877
C 8.70299 13.66997 14.21248
C 9.30801 13.76332 16.54881
H 13.09434 16.24073 11.79674
C 18.80175 9.73078 17.73135
C 9.73434 9.91115 22.43230
H 13.61018 14.76644 17.10861
H 11.90796 12.41069 13.15952
C 15.77278 13.37609 11.18450
C 8.91839 10.93392 20.08094
H 16.66049 15.99796 16.06574
C 15.18696 8.79415 14.05104
C 11.82863 16.42392 18.97801
H 7.85841 10.41939 11.34512
H 12.78509 16.02289 19.28096
H 13.21583 6.44194 15.61939
H 7.81846 9.14690 19.74062
C 13.09712 11.55245 16.19615
C 14.51723 8.14955 15.11584
H 10.77795 11.78588 22.77478
C 7.11931 13.01455 15.89903
H 14.04242 18.84614 18.00404
H 11.55353 8.25954 20.56242
C 12.63124 13.19904 18.30102
C 8.92651 9.10658 21.62872
H 15.39981 9.64647 18.07968
H 13.08254 8.51159 19.67447
H 16.18074 12.11111 14.27360
H 8.01177 9.66232 17.29702
C 17.06069 13.96279 13.57348
H 14.07743 13.28681 15.29464
H 11.01253 13.61253 9.11186
H 7.98929 9.85128 15.62896
H 9.22006 10.64392 16.73351
C 13.25879 8.65117 21.75521
C 16.30154 12.75424 13.40525
H 12.50701 18.54922 16.21195
C 17.83164 11.96020 17.76884
C 15.64041 12.48214 12.26618
C 16.43910 10.01351 17.89541
C 12.46557 11.04321 17.34161
H 11.90876 17.53748 18.90980
H 11.67407 8.31406 10.90674
C 13.42098 18.01118 16.18233
C 8.52247 9.62344 20.43016
H 8.63211 10.90967 13.75636
C 14.83591 16.41645 15.11211
C 9.35591 7.36502 15.43484
C 18.92056 11.13803 17.73167
O 10.70681 8.63280 16.81482
H 14.98955 9.40144 22.87034
C 12.24541 11.87153 18.40057
H 15.38072 8.80915 21.20848
C 17.55465 9.19738 17.77361
C 15.52097 17.48839 17.18218
H 11.90826 15.85444 9.55221
H 7.74362 13.07257 17.91343
H 12.40002 13.84040 19.06837
H 17.97077 13.02909 17.74358
C 8.66569 9.76269 16.47305
H 8.95044 13.98645 13.20126
H 10.77773 11.86865 10.92144
H 15.13048 11.51863 12.18091
H 12.38813 9.11409 13.04051
H 17.29802 8.09581 17.84426
C 13.65752 17.20719 15.09784
H 6.69372 13.08920 13.78404
H 12.26544 9.84068 20.32335
C 10.61321 10.22473 13.47367
H 9.78170 12.79869 20.69401
H 16.26439 17.71561 17.91883
H 13.16652 5.46171 13.49574
```

E_LUMO: 0.58 eV
HOMO level: -8.91 eV
spin multiplicity: 1
calculated total energy: -72638.6773 eV
HOMO-LUMO gap: 0.34889 Eh
SMILES: c1ccccc1.c1ccccc1.c1ccccc1.c1ccccc1.c1ccccc1.c1ccccc1.c1ccccc1.c1ccccc1.c1ccccc1.CC(C)=O.CC(C)=O.CC(C)=O

Mulliken population analysis, charges in e, atoms 1 to 4: number 1, H, carries 0.163; number 2, H, carries 0.397; number 3, H, carries 0.070; number 4, H, carries 0.363

- What is the spin multiplicity in the third record?
  1

- Number 1 is which compound?
  C63H66ClKN5O7P3S3